# 1
C4H16Si3 | ωB97M-V/def2-TZVPD

```
! RIJCOSX wB97M-V def2-TZVPD def2/J DEFGRID3
* xyz 0 1
Si -1.703 -0.066 -1.146
Si 2.180 -0.966 2.430
Si 2.057 -0.652 4.729
C -0.365 2.026 0.230
C -0.024 0.803 -0.697
C -1.461 -0.233 -3.131
C -2.570 -1.076 -3.911
H 1.210 -1.618 5.296
H 2.953 0.291 2.237
H -2.408 -1.224 -4.963
H 2.506 -2.330 1.687
H 3.303 -0.556 5.529
H -1.609 0.732 -3.658
H -2.374 -2.051 -3.595
H 0.995 -0.515 1.626
H -0.802 2.647 -0.566
H -3.408 -0.615 -3.505
H 0.630 0.097 -0.129
H 0.526 1.333 -1.516
H -1.057 1.662 0.990
H 0.495 2.257 0.874
H -0.510 -0.648 -3.513
H 1.437 0.702 4.702
*
```

Results
E: -1030.27522 Eh
LUMO: -0.46 eV
Gap between HOMO and LUMO: 7.749 eV

Charges in e, computed with Löwdin, in the same order as the atoms: Si 0.8711; Si 0.3998; Si 0.4022; C -0.2204; C -0.4961; C -0.4439; C -0.1961; H -0.1648; H -0.1242; H 0.0594; H -0.0892; H -0.1151; H 0.0506; H 0.0248; H -0.1426; H 0.0659; H 0.0208; H -0.0061; H 0.0659; H 0.0291; H 0.0648; H 0.0508; H -0.1065

# 2
C4H17CuNO12S2 | ωB97M-V/def2-TZVPD

```
! RIJCOSX wB97M-V def2-TZVPD def2/J DEFGRID3
* xyz -2 2
Cu -5.025 -11.421 -27.998
S -6.104 -14.794 -27.175
S -2.391 -12.693 -26.807
O -2.953 -12.711 -25.541
O -5.104 -15.328 -28.016
O -5.058 -10.665 -24.918
O -5.649 -15.097 -25.841
O -2.611 -11.423 -27.450
O -1.017 -12.984 -26.653
O -6.136 -13.347 -27.312
O -7.324 -15.490 -27.446
O -6.844 -11.691 -29.357
O -2.996 -13.755 -27.616
O -2.795 -11.845 -30.299
O -4.106 -7.165 -26.830
N -5.422 -9.004 -28.404
C -4.166 -8.463 -28.851
C -4.092 -5.931 -26.130
C -4.157 -8.395 -30.365
C -4.079 -7.075 -28.225
H -7.066 -12.451 -28.820
H -7.639 -11.158 -29.360
H -6.126 -8.380 -28.772
H -4.721 -10.203 -24.151
H -4.821 -5.194 -26.467
H -4.837 -6.457 -28.707
H -4.941 -7.839 -30.879
H -3.132 -5.441 -26.297
H -3.267 -9.028 -28.604
H -3.164 -8.136 -30.732
H -4.278 -9.391 -30.791
H -5.573 -8.923 -27.408
H -2.543 -11.759 -29.380
H -3.111 -6.638 -28.469
H -4.359 -11.274 -25.158
H -2.031 -11.538 -30.787
H -4.094 -6.137 -25.060
*
```

Results
E: -3557.02847 Eh
LUMO (alpha / beta): 4.14 / 4.14 eV
Expectation value of S²: 0.76
Gap between HOMO and LUMO (alpha / beta): 4.461 / 4.330 eV

Charges in e, computed with Löwdin, in the same order as the atoms: Cu 0.4236; S 0.1348; S 0.0219; O -0.3515; O -0.1525; O -0.0668; O -0.1843; O -0.4010; O -0.3886; O -0.3540; O -0.3008; O -0.0486; O -0.3818; O -0.0629; O -0.1685; N 0.0624; C -0.4178; C -0.1077; C -0.0677; C -0.2359; H 0.0146; H 0.0407; H 0.0829; H 0.0149; H 0.0785; H 0.1188; H 0.0702; H 0.0732; H 0.1424; H 0.0784; H 0.0736; H 0.0790; H -0.0254; H 0.1212; H -0.0174; H 0.0143; H 0.0878

# 3
C4H17N2O2 | ωB97M-V/def2-TZVPD

```
! RIJCOSX wB97M-V def2-TZVPD def2/J DEFGRID3
* xyz 1 1
O -2.893 -0.728 -1.089
O -3.041 -2.236 1.338
N 0.376 1.557 0.699
N -0.234 -0.193 -1.359
C 1.796 1.060 0.710
C 1.941 -0.114 -0.315
C 2.758 2.211 0.405
C 0.696 -0.934 -0.479
H 3.375 2.008 -0.470
H -2.512 -2.449 2.117
H 0.233 -1.179 0.473
H -1.201 -0.601 -1.419
H 2.225 3.123 0.148
H 1.963 0.665 1.713
H -0.432 0.732 -0.935
H -0.130 1.106 1.448
H 0.335 2.556 0.861
H -3.774 -2.863 1.386
H -3.360 -1.538 -1.332
H 3.371 2.389 1.279
H 2.802 -0.662 0.068
H 0.101 -0.105 -2.319
H 2.280 0.358 -1.233
H 0.850 -1.909 -0.939
H -3.114 -0.703 -0.142
*
```

Results
E: -422.37533 Eh
LUMO: -2.71 eV
Gap between HOMO and LUMO: 10.728 eV

Charges in e, computed with Löwdin, in the same order as the atoms: O -0.0500; O -0.0517; N 0.0149; N 0.1465; C -0.3892; C -0.1482; C -0.0398; C -0.1634; H 0.0781; H 0.0553; H 0.1292; H 0.1051; H 0.0784; H 0.1321; H 0.1281; H 0.0828; H 0.0823; H 0.0617; H 0.0734; H 0.0841; H 0.1302; H 0.1713; H 0.1106; H 0.1335; H 0.0447

# 4
C4H17N2O2 | ωB97M-V/def2-TZVPD

```
! RIJCOSX wB97M-V def2-TZVPD def2/J DEFGRID3
* xyz 2 2
O 1.829 0.618 1.222
O 1.177 4.180 -0.434
N -0.336 -0.869 1.979
N 0.087 -0.213 -1.299
C -0.367 -0.749 -2.547
C -0.866 -2.587 0.441
C -0.952 0.007 -0.346
C -1.254 -1.182 0.764
H 2.121 4.584 -0.563
H -0.775 0.754 0.403
H 0.677 4.699 -1.063
H -0.872 -0.280 2.575
H -1.250 -2.613 -0.589
H 2.241 1.396 1.623
H 0.556 -0.329 1.757
H 0.205 -2.732 0.409
H -2.282 -0.967 1.029
H -1.944 0.075 -0.814
H 0.399 -0.682 -3.334
H 0.919 -0.712 -0.949
H -0.734 -1.836 -2.463
H -1.394 -3.369 0.967
H 2.148 0.380 0.362
H -1.392 -0.521 -2.942
H -0.113 -1.612 2.647
*
```

Results
E: -421.84830 Eh
LUMO (alpha / beta): -6.91 / -11.96 eV
Expectation value of S²: 0.76
Gap between HOMO and LUMO (alpha / beta): 9.883 / 4.828 eV

Charges in e, computed with Löwdin, in the same order as the atoms: O -0.0033; O -0.1168; N 0.1928; N 0.1286; C -0.0016; C -0.0224; C -0.0716; C -0.2082; H 0.1024; H 0.1329; H 0.0210; H 0.1538; H 0.0846; H 0.1140; H 0.1086; H 0.1049; H 0.1629; H 0.1519; H 0.1344; H 0.1722; H 0.1610; H 0.1168; H 0.0524; H 0.1454; H 0.1834

# 5
C4H17N2O5S | ωB97M-V/def2-TZVPD

```
! RIJCOSX wB97M-V def2-TZVPD def2/J DEFGRID3
* xyz -1 1
S 1.931 -0.934 2.439
O -2.686 -0.989 -1.878
O -1.339 1.258 -2.815
O 0.437 -0.795 -1.413
O 2.257 -2.098 -2.756
O -2.511 1.663 2.664
N -0.347 -0.111 0.615
N 0.121 -2.363 0.280
C 0.440 1.073 1.066
C 0.223 -1.098 -0.250
C 1.421 1.583 -0.018
C 1.188 0.783 2.410
H 1.052 1.292 -1.000
H -1.141 0.541 -3.471
H 2.360 -2.844 -2.162
H -0.778 -0.560 1.428
H 1.445 -1.621 -2.442
H -1.940 2.354 2.312
H -0.802 0.849 -2.074
H 0.085 -2.493 1.274
H -3.168 -0.262 -2.299
H -3.152 -1.019 -1.034
H 2.444 1.276 0.093
H -2.224 0.921 2.104
H 0.832 -3.011 -0.106
H 2.109 1.439 2.508
H -0.349 1.831 1.177
H 0.564 0.687 3.284
H 1.528 2.646 0.060
*
```

Results
E: -1046.55688 Eh
LUMO: 2.89 eV
Gap between HOMO and LUMO: 6.171 eV

Charges in e, computed with Löwdin, in the same order as the atoms: S 0.1854; O -0.0686; O -0.1151; O -0.0079; O -0.1062; O -0.0666; N 0.0312; N 0.1222; C -0.4266; C -0.5883; C -0.0597; C -0.6270; H 0.0555; H 0.0526; H 0.0047; H 0.0966; H -0.0097; H 0.0209; H 0.0191; H 0.0235; H 0.0301; H 0.0334; H 0.0684; H 0.0147; H 0.1102; H 0.0494; H 0.0925; H 0.0032; H 0.0619

# 6
C4H17NO3 | ωB97M-V/def2-TZVPD

```
! RIJCOSX wB97M-V def2-TZVPD def2/J DEFGRID3
* xyz 0 1
O -1.733 1.718 1.515
O 0.195 -2.414 -1.775
O -2.602 -0.110 -1.472
N 0.897 -0.507 0.160
C 0.904 1.141 -1.779
C 1.742 0.060 2.459
C 0.670 -0.635 1.617
C 0.490 0.757 -0.378
H 0.783 -1.694 1.898
H 2.236 0.881 1.932
H 1.832 -0.802 -0.095
H 1.953 1.302 -2.010
H 2.422 -0.712 2.830
H -1.617 0.988 0.915
H 0.714 1.582 0.356
H 0.481 2.039 -2.180
H 0.514 0.296 -2.336
H -0.607 0.910 -0.344
H 1.218 0.566 3.280
H 0.108 -1.928 -0.919
H -0.345 -0.272 1.758
H -2.464 -1.055 -1.381
H 0.940 -1.960 -2.171
H -2.125 0.193 -2.256
H -2.521 1.724 2.051
*
```

Results
E: -443.03043 Eh
LUMO: 0.76 eV
Gap between HOMO and LUMO: 9.679 eV

Charges in e, computed with Löwdin, in the same order as the atoms: O -0.0464; O -0.0952; O -0.0479; N -0.1123; C -0.0751; C -0.0880; C -0.2475; C -0.3268; H 0.1121; H 0.0681; H 0.1227; H 0.0734; H 0.0701; H -0.0214; H 0.1203; H 0.0715; H 0.0547; H 0.0705; H 0.0745; H 0.0070; H 0.0872; H 0.0347; H 0.0086; H 0.0423; H 0.0428

# 7
C4H17NO3 | ωB97M-V/def2-TZVPD

```
! RIJCOSX wB97M-V def2-TZVPD def2/J DEFGRID3
* xyz 0 1
O 0.191 -0.488 -2.134
O 0.814 -3.075 -0.285
O 0.819 2.656 -2.071
N 0.686 0.365 0.620
C 1.992 0.687 1.157
C -2.509 -0.869 1.442
C -1.815 0.227 0.657
C -0.468 0.715 1.403
H 1.385 3.301 -1.758
H -3.529 -1.131 0.986
H -0.553 0.219 -2.137
H -1.950 -1.799 1.458
H 2.313 1.688 1.167
H -0.384 1.867 1.419
H 0.838 -0.305 -2.756
H 0.192 -3.721 -0.101
H -1.456 -0.079 -0.299
H -2.832 -0.455 2.450
H -2.578 1.023 0.448
H 0.487 -2.644 -1.178
H 0.580 1.987 -1.575
H 1.931 0.383 2.215
H -0.584 0.323 2.409
H 0.745 -0.652 0.309
H 2.806 0.138 0.568
*
```

Results
E: -442.99399 Eh
LUMO: 0.65 eV
Gap between HOMO and LUMO: 9.023 eV

Charges in e, computed with Löwdin, in the same order as the atoms: O -0.0585; O -0.0736; O 0.0427; N -0.1821; C -0.1383; C -0.1406; C -0.2372; C -0.2373; H 0.0096; H 0.0863; H 0.0960; H 0.0601; H 0.0419; H 0.1340; H 0.0036; H -0.0217; H 0.0478; H 0.0894; H 0.1111; H 0.0847; H -0.0935; H 0.0747; H 0.0897; H 0.1029; H 0.1082

# 8
C4H17NO6 | ωB97M-V/def2-TZVPD

```
! RIJCOSX wB97M-V def2-TZVPD def2/J DEFGRID3
* xyz 0 1
O -0.809 0.148 -0.936
O -2.371 3.233 -0.490
O -1.927 -1.696 -0.483
O 1.632 3.733 -0.346
O -0.026 -0.912 -3.156
O 3.511 -2.110 -1.199
N -0.151 -2.311 1.747
C -0.983 -1.015 -0.187
C -0.473 0.182 1.995
C -0.063 -0.967 1.047
C 0.673 0.777 2.856
H -2.937 2.654 -1.086
H 0.548 -2.857 1.322
H 0.746 -0.544 -2.877
H -1.963 2.623 0.097
H 0.059 -2.363 2.756
H 1.198 -0.045 3.282
H 1.375 1.360 2.278
H 1.273 3.046 -0.963
H 0.931 -0.894 0.582
H -0.933 0.272 -1.811
H -0.634 1.064 1.414
H 2.985 -2.788 -1.140
H -0.240 -1.844 -3.241
H 0.298 1.370 3.586
H 0.763 4.176 -0.211
H -1.316 -0.190 2.675
H 3.890 -1.887 -0.273
*
```

Results
E: -668.72175 Eh
LUMO: 0.13 eV
Gap between HOMO and LUMO: 10.051 eV

Charges in e, computed with Löwdin, in the same order as the atoms: O 0.0503; O -0.0680; O 0.1252; O -0.0902; O 0.0025; O -0.0171; N 0.0545; C -0.4343; C -0.1748; C -0.2788; C -0.0806; H 0.0774; H 0.0374; H -0.0022; H -0.0196; H 0.0839; H 0.0579; H 0.0775; H 0.0441; H 0.1398; H 0.0181; H 0.0759; H -0.0831; H 0.0721; H 0.0354; H 0.0417; H 0.1506; H 0.1043

# 9
C4H18CrN4O6 | ωB97M-V/def2-TZVPD

```
! RIJCOSX wB97M-V def2-TZVPD def2/J DEFGRID3
* xyz 0 5
Cr -0.624 0.602 -0.322
O -0.865 2.732 -0.663
O 1.577 0.351 -0.976
O -0.686 0.194 -2.600
O -0.538 -1.642 -0.311
O -2.839 0.327 -0.216
O 0.144 0.424 1.750
N -1.561 -3.667 0.298
N 3.458 0.272 -2.132
N 3.345 -0.675 -0.160
N -0.344 -2.571 1.688
C 0.051 0.668 3.073
C -0.754 -2.600 0.487
C 2.734 -0.010 -1.075
C -1.347 4.008 -0.583
H -3.493 0.139 0.457
H -0.135 -0.487 -2.986
H -0.495 -3.137 2.511
H -0.302 -0.115 3.744
H -1.215 0.517 -3.329
H 4.306 -0.957 -0.290
H 4.385 -0.029 -2.397
H -1.441 -4.481 0.884
H 1.008 0.973 3.496
H 0.011 -1.627 1.748
H -1.550 4.437 -1.564
H -3.115 -0.194 -0.971
H -0.614 4.635 -0.077
H -0.672 1.467 3.237
H -2.232 3.974 0.052
H 2.957 0.742 -2.872
H 2.841 -0.569 0.708
H -1.998 -3.700 -0.612
*
```

Results
E: -1878.12650 Eh
LUMO (alpha / beta): 0.05 / 0.04 eV
Expectation value of S²: 6.01
Gap between HOMO and LUMO (alpha / beta): 6.226 / 6.409 eV

Charges in e, computed with Löwdin, in the same order as the atoms: Cr 0.8562; O -0.4331; O 0.0094; O -0.0459; O -0.0577; O -0.0393; O -0.4077; N 0.1601; N 0.1741; N 0.1978; N 0.2012; C -0.3558; C -0.6718; C -0.7477; C -0.3368; H 0.0744; H 0.0614; H 0.1373; H 0.0413; H 0.0726; H 0.1203; H 0.1119; H 0.1090; H 0.0561; H 0.0819; H 0.0497; H 0.0576; H 0.0515; H 0.0606; H 0.0524; H 0.1193; H 0.1312; H 0.1085

# 10
C4H18F6N4O13S2Y | ωB97M-V/def2-TZVPD

```
! RIJCOSX wB97M-V def2-TZVPD def2/J DEFGRID3
* xyz 1 1
Y 0.294 -0.029 -0.543
S -0.017 1.540 2.882
S -0.316 -2.530 2.365
F -0.215 -4.744 0.898
F -1.400 -4.957 2.682
F -1.810 1.780 4.827
F -2.464 2.589 2.933
F -2.203 -3.852 1.002
F -2.366 0.410 3.274
O -0.325 -1.623 1.190
O 0.484 2.899 2.924
O -1.207 -2.140 3.420
O 1.017 -2.913 2.799
O 0.746 -2.298 -1.309
O -1.779 -1.220 -0.962
O -1.585 1.470 -0.492
O 2.339 -0.051 -2.007
O -0.225 0.491 -2.795
O 0.705 0.679 3.799
O 1.202 2.210 -0.701
O 2.229 -0.166 0.721
O -0.116 1.047 1.480
N 3.895 -1.401 -3.057
N -3.713 1.676 0.334
N 3.937 0.839 -3.366
N -2.589 3.516 -0.408
C -2.578 2.168 -0.224
C 3.351 -0.193 -2.703
C -1.805 1.577 3.529
C -1.105 -4.137 1.700
H 1.338 -2.494 -2.043
H -2.488 -1.249 -0.306
H 2.319 -0.156 1.692
H 3.439 1.713 -3.341
H -2.155 -1.621 -1.754
H -0.771 1.065 -3.346
H 0.693 3.023 -0.608
H 4.869 0.815 -3.732
H 4.677 -1.419 -3.681
H 3.465 -2.255 -2.759
H -0.099 -0.312 -3.322
H -3.444 3.991 -0.194
H -1.747 3.989 -0.669
H 2.124 2.490 -0.717
H 0.339 -3.148 -1.077
H 3.131 -0.167 0.381
H -4.182 2.396 0.852
H -3.888 0.698 0.434
*
```

Results
E: -2794.37082 Eh
LUMO: -3.69 eV
Gap between HOMO and LUMO: 7.827 eV

Charges in e, computed with Löwdin, in the same order as the atoms: Y 1.6258; S 0.5464; S 0.5313; F 0.1084; F 0.1710; F 0.1759; F 0.1095; F 0.1212; F 0.1423; O -0.4408; O -0.3051; O -0.2707; O -0.2882; O -0.0750; O -0.0931; O -0.1000; O -0.0669; O -0.0774; O -0.2774; O -0.0765; O -0.0843; O -0.4594; N 0.1908; N 0.2015; N 0.1868; N 0.1993; C -0.5906; C -0.5851; C -0.6605; C -0.6647; H 0.0630; H 0.0851; H 0.1082; H 0.1190; H 0.0945; H 0.1077; H 0.0832; H 0.1177; H 0.1140; H 0.1065; H 0.0836; H 0.1138; H 0.1122; H 0.0906; H 0.0925; H 0.0878; H 0.1109; H 0.1147

# 11
C4H18N2O2 | ωB97M-V/def2-TZVPD

```
! RIJCOSX wB97M-V def2-TZVPD def2/J DEFGRID3
* xyz 2 1
O -0.587 -2.531 -1.120
O -1.550 1.040 2.067
N 0.704 -1.447 1.662
N -0.405 0.089 -2.034
C 1.233 0.358 -0.076
C -0.038 0.833 -0.764
C -0.091 2.319 -1.197
C 1.315 -0.076 1.413
H 0.567 -1.994 0.768
H 1.944 1.187 -0.201
H 1.821 -0.396 -0.678
H 0.048 3.054 -0.395
H -0.061 -1.374 2.350
H -2.348 0.595 2.417
H -1.495 -2.740 -0.851
H -0.898 0.732 -0.058
H 0.145 0.397 -2.858
H 0.761 0.658 2.003
H 0.786 2.327 -1.855
H -0.305 -3.354 -1.548
H -1.794 1.976 2.089
H 1.292 -2.206 2.080
H -1.379 0.237 -2.259
H -0.207 -0.934 -1.967
H -0.923 2.570 -1.892
H 2.377 -0.088 1.608
*
```

Results
E: -422.58892 Eh
LUMO: -6.60 eV
Gap between HOMO and LUMO: 12.068 eV

Charges in e, computed with Löwdin, in the same order as the atoms: O -0.0398; O -0.0555; N 0.1928; N 0.1989; C -0.1318; C -0.3490; C -0.0186; C -0.1027; H 0.1491; H 0.1336; H 0.1482; H 0.1092; H 0.1738; H 0.0796; H 0.0925; H 0.1268; H 0.1872; H 0.1165; H 0.0923; H 0.0985; H 0.0742; H 0.1929; H 0.1685; H 0.1168; H 0.1093; H 0.1368

# 12
C4H18N2O3 | ωB97M-V/def2-TZVPD

```
! RIJCOSX wB97M-V def2-TZVPD def2/J DEFGRID3
* xyz 2 1
O 1.837 0.180 -2.956
O -1.441 -1.243 -1.825
O -1.885 -3.228 0.156
N -2.152 -0.753 1.356
N 2.243 1.289 -0.603
C 1.609 2.136 0.474
C -0.153 0.535 1.321
C -1.434 0.555 1.686
C 0.899 1.506 1.719
H 1.032 -0.287 -3.149
H -1.669 -0.996 -2.727
H 3.017 1.852 -0.979
H -2.212 1.312 1.698
H -2.465 -3.844 0.602
H -3.085 -0.824 1.774
H 2.605 0.029 -3.504
H 0.283 -0.458 1.058
H -1.713 -1.516 1.882
H 1.735 1.049 2.268
H 1.642 1.140 -1.438
H -1.788 -2.135 -1.696
H 0.952 2.848 -0.026
H 0.442 2.403 2.181
H -2.222 -0.942 0.337
H -1.173 -3.701 -0.294
H 2.643 0.415 -0.264
H 2.451 2.677 0.948
*
```

Results
E: -497.81564 Eh
LUMO: -6.58 eV
Gap between HOMO and LUMO: 11.309 eV

Charges in e, computed with Löwdin, in the same order as the atoms: O -0.0199; O -0.0590; O -0.0415; N 0.1691; N 0.1786; C -0.1307; C -0.0861; C -0.0042; C -0.1415; H 0.0519; H 0.0604; H 0.1777; H 0.1421; H 0.0735; H 0.1733; H 0.0813; H 0.1414; H 0.1521; H 0.1391; H 0.1185; H 0.0231; H 0.1397; H 0.1470; H 0.1245; H 0.0778; H 0.1705; H 0.1413